196
Properties=species:S:1:pos:R:3:forces:R:3:mulliken_charge:R:1 method="wB97M-V/def2-TZVPD" lumo_energy_ha=-0.008 charge=0 spin_multiplicity=1
C 3.0504 -4.6232 2.4457 -0.07 -1.17 0.13 0.982
C 1.8996 -5.4969 2.9420 0.27 0.59 0.61 0.151
O 0.7612 -4.7869 2.4902 0.14 -1.42 0.28 -0.374
C 1.1103 -3.5628 2.0710 2.50 -1.35 1.76 -0.398
O 0.3690 -2.7469 1.7330 -2.58 2.52 -1.57 0.047
O 2.4380 -3.3620 2.2064 0.45 -0.28 0.01 0.734
F 1.8722 -5.5601 4.3608 -0.08 0.08 -1.64 -0.298
H 3.4268 -5.0402 1.5130 -0.04 0.20 -0.07 -1.432
H 3.8624 -4.6610 3.1682 -0.03 0.80 0.11 0.535
H 1.9506 -6.5105 2.5427 -0.45 0.09 0.26 0.398
C -2.8194 -2.9899 0.7032 0.24 -0.12 -0.73 1.208
C -3.8463 -3.9049 0.0617 -0.17 -0.17 0.05 0.240
O -5.0627 -3.2634 0.3980 0.47 -0.99 -0.31 -0.394
C -4.8675 -2.5838 1.5621 2.13 -0.30 -0.98 0.553
O -5.6990 -2.1889 2.2572 -2.28 0.97 1.58 -0.499
O -3.5410 -2.4008 1.7819 0.32 -0.27 -0.37 -0.269
F -3.8128 -5.1982 0.5806 -0.15 0.89 -0.15 -0.352
H -2.5239 -2.2533 -0.0544 -0.25 0.26 0.29 -0.600
H -1.8929 -3.4680 1.0069 -0.24 -0.19 0.50 -0.170
H -3.7861 -4.0011 -1.0234 -0.01 0.01 0.13 0.292
C 3.0788 3.1200 3.2003 0.21 0.30 -0.35 -0.130
C 3.3441 3.7078 1.8041 0.08 -0.33 0.69 0.853
O 4.6775 3.2598 1.5450 -0.39 0.74 -0.46 -0.433
C 4.9301 2.1636 2.2969 -2.55 1.84 0.71 0.597
O 5.8022 1.4284 2.1479 3.02 -2.15 -0.71 -0.418
O 3.9897 2.0233 3.2418 -0.53 -0.08 0.49 -0.308
F 3.2767 5.0777 1.8406 0.22 -0.85 -0.32 -0.325
H 2.0667 2.7668 3.3581 -0.05 -0.11 -0.16 -0.142
H 3.3554 3.8558 3.9590 -0.02 -0.01 -0.04 0.391
H 2.7127 3.2833 1.0172 -0.16 0.56 0.07 -0.042
C -4.6304 -0.7442 -3.8154 -0.58 0.39 0.42 0.688
C -4.9210 -1.0600 -2.3180 0.85 0.85 -1.27 0.197
O -6.0321 -0.2450 -2.0675 -0.15 -0.29 0.21 -0.180
C -6.6736 0.1055 -3.2449 1.14 -0.61 -0.37 0.474
O -7.7219 0.6394 -3.3055 -0.05 0.13 0.11 -0.504
O -5.9183 -0.3145 -4.2972 -0.23 0.17 0.62 -0.384
F -3.8233 -0.6262 -1.5423 -1.20 -0.54 -0.58 -0.107
H -4.2792 -1.5247 -4.4777 0.05 -0.30 0.27 0.209
H -3.9499 0.1044 -3.8576 0.10 -0.01 0.01 -0.466
H -5.1179 -2.1142 -2.1062 0.02 0.26 0.40 0.125
C 1.8563 -3.6404 -1.6154 -0.08 -0.30 -0.40 0.633
C 1.7275 -4.5030 -2.8614 0.40 0.21 -0.54 0.681
O 1.4589 -5.7779 -2.3303 0.33 0.57 -0.44 -0.402
C 1.8702 -5.8103 -1.0251 0.02 1.82 -1.18 0.268
O 1.8247 -6.7431 -0.3410 0.04 -2.19 1.47 -0.483
O 2.2968 -4.5901 -0.6288 -0.35 0.63 -0.38 0.029
F 2.9208 -4.5196 -3.6262 -0.95 -0.21 0.97 -0.343
H 0.8572 -3.2692 -1.3559 0.24 0.05 0.17 -0.099
H 2.5496 -2.8153 -1.7538 0.16 -0.09 0.26 -0.743
H 0.9507 -4.1691 -3.5548 0.08 -0.32 0.17 0.188
C -8.2620 4.5400 2.7909 0.52 0.46 0.57 -1.194
C -7.4184 3.3240 3.0980 -0.22 0.13 -0.33 -0.317
O -6.7859 2.9540 1.8918 -0.47 -0.19 -0.01 -0.183
C -5.8991 1.8756 2.0517 0.75 0.16 -0.29 -0.905
C -5.3296 1.6198 0.6780 -0.63 -0.69 -1.29 0.499
H -9.0071 4.3538 2.0264 -0.08 -0.07 -0.08 0.289
H -8.7300 4.9198 3.7023 -0.18 -0.16 -0.08 0.418
H -7.5779 5.3300 2.4692 -0.19 0.01 -0.23 0.245
H -6.6484 3.5796 3.8384 -0.11 -0.13 0.15 0.318
H -8.0358 2.4942 3.4640 0.13 -0.01 0.13 0.366
H -5.1031 2.2035 2.7373 -0.05 -0.37 0.20 0.218
H -6.3915 0.9809 2.4335 -0.07 -0.04 0.20 0.698
H -6.1308 1.2672 0.0274 0.04 -0.19 0.00 0.342
H -4.4761 0.9493 0.5840 -0.59 -0.31 0.48 -0.390
H -4.9741 2.5579 0.2339 -0.92 -1.37 -0.79 0.267
C 5.4565 -5.3097 -0.8399 0.88 0.54 -0.23 -0.481
C 6.5034 -4.4597 -0.1255 -0.15 -0.70 0.56 -0.359
O 5.8699 -3.5299 0.7263 -0.33 0.68 -0.35 -0.322
C 5.3927 -2.3471 0.0605 0.14 0.17 0.82 1.633
C 6.4278 -1.2446 0.1764 0.59 0.79 -0.11 -1.179
H 5.9448 -6.2168 -1.1974 -0.27 -0.02 -0.27 0.521
H 4.6890 -5.5547 -0.1181 -0.16 -0.19 0.01 -0.136
H 5.0379 -4.7240 -1.6588 -0.24 -0.35 -0.16 -0.043
H 7.0643 -5.1275 0.5322 0.09 0.15 0.10 0.342
H 7.2415 -3.9953 -0.7863 -0.19 0.13 -0.18 0.265
H 5.1014 -2.5311 -0.9851 0.24 -0.16 0.10 -0.349
H 4.4812 -2.0378 0.5898 0.12 -0.17 -0.07 -0.706
H 7.4052 -1.5292 -0.2299 -0.25 -0.11 -0.26 0.378
H 6.6555 -0.9184 1.1937 -0.41 -0.46 0.19 0.272
H 6.1205 -0.3006 -0.2994 -0.09 -0.41 -0.17 -0.004
C 1.5978 3.7299 -4.2573 -0.28 -0.25 0.01 -1.230
C 1.4479 3.7444 -2.7222 0.40 0.15 -0.81 0.548
O 0.1469 4.0447 -2.2938 -0.46 0.28 -0.11 0.044
C -0.3527 5.3156 -2.7234 -0.49 -0.39 0.70 -0.616
C -1.7089 5.4968 -2.0718 -0.69 0.93 0.37 -0.415
H 2.2004 2.8817 -4.5889 0.18 0.13 0.10 0.233
H 0.6162 3.5783 -4.7168 0.04 0.03 0.06 0.214
H 2.0204 4.6481 -4.6616 0.00 0.02 0.02 0.372
H 1.6809 2.7473 -2.3520 -0.02 0.01 0.26 -0.603
H 2.1557 4.4727 -2.3060 0.07 -0.10 0.16 0.567
H 0.3080 6.1218 -2.3683 0.10 -0.15 -0.29 0.313
H -0.4745 5.3642 -3.8141 0.31 -0.05 0.11 0.336
H -2.4363 4.7102 -2.2714 0.44 -0.19 -0.04 -0.633
H -2.1881 6.4277 -2.4182 0.25 -0.20 -0.18 0.533
H -1.6764 5.6301 -0.9860 0.33 -0.32 -0.06 0.235
C -5.0557 5.2976 0.4546 -0.11 -0.26 0.27 -0.896
C -4.3368 4.3241 1.3702 -0.12 0.69 0.29 1.549
O -2.9689 4.6671 1.3913 0.90 -0.75 -0.17 -0.306
C -2.2624 3.9463 2.4144 -0.16 1.18 0.14 -0.189
C -0.7780 4.1264 2.2133 0.34 0.64 -0.82 -0.806
H -4.8030 5.1276 -0.5918 0.31 0.14 0.24 -0.492
H -6.1347 5.1435 0.5308 0.08 0.10 0.08 0.265
H -4.7920 6.3097 0.7565 -0.10 0.13 -0.17 0.519
H -4.7169 4.3996 2.4007 -0.17 0.10 -0.09 0.212
H -4.5154 3.2973 1.0225 1.21 1.98 1.24 -1.323
H -2.5517 4.4582 3.3491 -0.03 -0.64 0.11 0.347
H -2.5265 2.8850 2.4207 -0.20 0.11 0.15 0.149
H -0.3943 3.4957 1.4147 0.00 -0.18 0.15 -0.160
H -0.1752 3.9768 3.1064 -0.18 -0.24 0.17 0.425
H -0.5851 5.1531 1.8758 -0.14 -0.03 0.21 0.460
C -2.6804 2.5170 -4.3596 -0.46 0.03 -0.47 -0.367
C -3.8153 3.5315 -4.3611 0.51 -0.26 0.24 -0.241
O -5.0249 2.8301 -4.2409 -0.77 0.01 0.01 -0.204
C -6.1375 3.6990 -4.0129 0.05 0.59 0.00 -0.709
C -6.1675 4.2300 -2.5859 -0.87 -0.10 0.08 -0.802
H -2.6375 1.9992 -3.4004 0.24 0.19 0.08 -0.385
H -2.8736 1.7517 -5.1182 0.05 0.10 -0.05 0.599
H -1.7385 3.0083 -4.6100 0.06 -0.11 0.29 0.270
H -3.6765 4.2007 -3.5075 -0.16 0.10 -0.20 0.042
H -3.8087 4.1329 -5.2779 -0.02 0.02 -0.05 0.296
H -6.1222 4.5404 -4.7293 0.17 -0.22 0.07 0.376
H -7.0620 3.1569 -4.2122 0.25 -0.33 0.01 0.403
H -5.4288 4.9912 -2.3414 0.22 -0.34 -0.22 0.271
H -6.1487 3.3779 -1.9011 0.41 0.14 0.11 0.023
H -7.1307 4.7106 -2.3675 0.05 -0.04 -0.30 0.493
C 4.9880 -1.5409 3.7401 0.14 0.15 0.04 -0.473
C 4.2967 -2.2388 4.8999 0.25 0.31 0.17 0.552
O 5.2979 -3.0296 5.5373 0.16 0.85 -0.46 -0.419
C 4.8517 -3.6998 6.6718 -1.08 -0.97 -0.25 0.195
C 5.7650 -4.8836 6.9051 0.66 0.64 0.44 -1.340
H 5.5831 -0.6991 4.0997 -0.15 0.02 0.14 0.515
H 5.7182 -2.1954 3.2612 -0.34 -0.24 -0.20 0.232
H 4.2831 -1.1318 3.0138 -0.02 -0.16 -0.02 -0.289
H 3.8792 -1.4645 5.5702 0.17 -0.33 0.10 0.424
H 3.4387 -2.8852 4.6293 0.32 0.13 -0.19 -0.595
H 4.7576 -3.0595 7.5526 0.13 0.17 0.01 0.370
H 3.8368 -4.0579 6.4193 0.00 -0.12 0.41 -0.096
H 5.4002 -5.5522 7.6807 -0.21 -0.12 -0.10 0.399
H 6.7282 -4.5000 7.2624 -0.01 -0.14 -0.12 0.326
H 5.9507 -5.4003 5.9671 -0.15 -0.19 0.02 0.289
O -1.7627 -1.2840 -5.4472 -1.32 0.52 0.48 -0.489
C -0.8051 -1.9888 -5.5264 0.55 -0.07 -0.93 0.861
O 0.2089 -1.9515 -4.6690 1.26 -0.61 0.18 -0.202
C 0.0987 -1.0831 -3.5316 -1.40 -0.61 0.75 0.884
C 0.1469 0.3521 -3.8707 0.12 1.25 -1.13 -0.660
C -0.5920 -2.9194 -6.6933 0.58 0.25 0.24 -1.478
H 0.8523 -1.3423 -2.7958 0.44 -0.20 -0.33 -0.934
H -0.8626 -1.3585 -3.0803 -0.02 0.33 0.17 0.443
H 1.0514 0.5952 -4.4336 0.25 -0.06 0.33 0.272
H 0.0912 0.9895 -2.9944 0.17 -0.09 0.17 -0.158
H -0.6563 0.6557 -4.5425 -0.19 -0.22 0.20 0.426
H 0.4680 -3.0901 -6.8728 0.00 -0.16 0.15 0.292
H -0.9933 -2.4102 -7.5626 -0.30 -0.22 -0.08 0.405
H -1.0919 -3.8651 -6.5016 -0.10 -0.05 -0.16 0.323
O 1.1673 -1.2392 6.8519 0.35 0.04 0.01 -0.614
C 0.6797 -2.0063 6.0591 -0.25 -0.17 0.98 0.858
O 0.2506 -1.6429 4.8616 0.43 -0.22 -0.49 -0.194
C 0.4319 -0.2617 4.5281 0.33 0.00 -0.74 0.593
C -0.7068 0.5253 5.1058 0.08 0.34 0.18 -1.415
C 0.3875 -3.4484 6.3637 -0.02 0.33 0.00 -0.997
H 0.4977 -0.2932 3.4418 -0.53 0.29 -0.09 -0.237
H 1.4049 0.1409 4.8245 -0.08 -0.37 0.49 0.196
H -0.5809 1.5751 4.8295 -0.36 -0.03 -0.10 0.267
H -0.6865 0.4725 6.1943 0.16 0.01 0.01 0.510
H -1.6646 0.1117 4.7977 -0.07 0.22 -0.30 0.291
H 0.0493 -3.4796 7.3944 -0.06 -0.14 0.08 0.464
H 1.3033 -4.0284 6.2900 0.00 -0.11 -0.11 -0.001
H -0.3768 -3.8193 5.6873 0.09 -0.23 0.00 0.237
O 3.2908 0.1756 -2.7396 -2.72 -0.42 1.10 -0.079
C 4.4132 0.3268 -3.0817 1.07 1.34 -0.10 0.802
O 5.0075 -0.4795 -3.9102 1.29 -1.30 -0.91 -0.421
C 4.2918 -1.6967 -4.2591 0.04 0.59 -0.22 1.570
C 5.0843 -2.3849 -5.3269 -0.01 -0.95 -0.28 -1.780
C 5.2675 1.4610 -2.6186 0.24 0.27 0.34 -1.383
H 3.3095 -1.3801 -4.6180 -0.05 -0.33 0.21 -0.144
H 4.2266 -2.3239 -3.3682 -0.26 0.15 -0.02 -0.633
H 5.2787 -1.7342 -6.1754 0.25 0.11 0.09 0.425
H 4.5448 -3.2532 -5.7224 -0.29 0.23 0.13 0.397
H 5.9891 -2.8417 -4.9223 0.25 0.48 -0.09 0.378
H 4.6731 2.1338 -2.0088 -0.11 -0.07 0.11 0.201
H 5.6944 2.0525 -3.4256 0.15 -0.28 -0.15 0.417
H 6.0623 1.0412 -1.9971 0.11 0.20 -0.18 0.316
O 0.8177 1.3770 1.4680 0.14 0.32 0.38 -0.025
C 0.9938 0.6516 0.5224 0.09 0.00 -0.05 -0.090
O 0.1422 0.5538 -0.4902 -0.34 -0.78 -0.87 0.498
C -1.0421 1.3580 -0.4622 0.17 1.53 0.71 1.060
C -2.0337 0.9236 0.5815 -0.23 -0.78 0.10 0.222
C 2.1948 -0.2091 0.3311 0.46 -0.34 -0.25 1.217
H -1.4826 1.3990 -1.4546 0.18 -0.49 -0.15 -0.898
H -0.7011 2.3836 -0.2735 -0.19 -0.12 0.01 -0.294
H -2.4731 -0.0428 0.3097 0.04 0.15 0.02 -0.436
H -2.8610 1.6274 0.6704 0.49 0.09 -0.17 -0.483
H -1.5889 0.7901 1.5665 0.14 0.19 -0.04 0.141
H 3.0969 0.4015 0.4102 -0.04 -0.01 0.18 0.144
H 2.2161 -0.6668 -0.6543 -0.12 0.06 -0.05 -0.914
H 2.2248 -0.9994 1.0815 -0.03 0.15 0.15 -0.647